{"formula": "C32H59BNO13S2", "method": "ωB97M-V/def2-TZVPD", "symbols": ["O", "C", "H", "H", "O", "C", "H", "H", "H", "H", "H", "C", "O", "H", "H", "C", "H", "C", "H", "O", "H", "H", "C", "H", "C", "C", "C", "H", "C", "H", "H", "H", "H", "C", "H", "O", "C", "S", "C", "C", "C", "H", "H", "H", "O", "C", "H", "C", "H", "H", "H", "H", "H", "C", "H", "C", "C", "O", "B", "C", "C", "C", "H", "H", "S", "H", "H", "H", "H", "H", "N", "C", "H", "C", "C", "C", "H", "H", "H", "O", "C", "H", "H", "H", "O", "H", "H", "O", "H", "O", "C", "H", "H", "H", "H", "C", "C", "O", "O", "H", "H", "H", "H", "C", "H", "H", "H", "H"], "coordinates": [[1.214289, -3.203664, -0.048208], [-0.813651, -4.205022, 2.609593], [-1.794879, 7.220717, -3.396600], [-2.867264, -2.325244, -0.752467], [4.009410, 9.942220, -4.036454], [4.270924, -8.497746, -0.556488], [-1.002284, 4.681412, -1.143782], [-0.659712, -3.993657, 0.132406], [-1.442689, -3.516742, 4.593578], [0.270217, -3.285945, 4.219338], [0.222469, 2.132096, -0.543830], [2.277213, 9.445162, -7.200524], [-3.655647, -7.271301, 5.103706], [-2.488289, -5.541498, 4.968409], [4.971985, -6.571591, 1.206375], [-0.576211, -3.946658, 4.094141], [-0.265054, -2.613042, -1.609296], [1.608262, 1.856942, 2.890610], [1.983505, -1.324058, -2.847767], [-5.260036, -6.390192, 6.373040], [1.610829, 2.963726, -1.159357], [0.797938, -5.497090, 2.075422], [-2.711823, 0.256043, -2.646192], [2.689872, -1.341889, -1.243001], [0.224986, 1.302057, 2.668095], [4.006712, 10.138064, -5.456752], [-1.455586, 0.337635, 3.822868], [3.827664, -9.458422, -0.818031], [-4.852674, -3.997109, 6.146989], [-0.125888, -0.411636, -1.562727], [-4.072129, -3.238096, 6.096774], [2.355011, 1.138316, -2.148486], [1.275232, -3.679046, -2.278422], [-3.056616, -1.274696, -0.591370], [0.672878, -5.165982, -0.147091], [3.144649, -6.307592, 2.117455], [0.913013, -0.179460, -1.376044], [-1.992058, 3.046678, -4.169542], [-0.895634, 2.292613, 2.856511], [-1.275739, 6.823843, -2.528389], [-0.202010, 4.614621, -1.881453], [-2.024798, 6.444793, -1.843386], [0.635148, 6.124085, -3.123364], [4.652196, 9.382456, -5.910586], [2.172338, 8.952603, -4.822181], [-3.648664, -0.658704, -1.875032], [5.211293, -8.701997, -0.041440], [2.726365, -7.537524, 2.492313], [1.015434, 0.015840, -0.307038], [-2.122235, -0.809558, -0.312486], [-4.025658, -5.522090, 4.076346], [-1.127268, 2.849004, 1.950652], [3.809886, -5.575139, 0.291492], [-4.776234, -7.530448, 5.816299], [1.866293, 2.562811, 2.100968], [-0.342160, 5.679316, -2.969249], [2.973182, 9.115439, -3.737063], [2.202227, -7.792812, 3.528578], [0.954282, -2.796864, -1.470571], [1.740921, -1.389083, -1.786629], [3.922009, -6.453189, 0.924068], [-4.245419, -5.373620, 6.238132], [0.708688, 4.824198, -1.335481], [-1.279000, -3.342119, 2.141680], [-2.148047, 1.614049, -1.602752], [-1.846703, -0.303062, -2.992702], [0.150420, 7.449220, -1.078867], [2.343605, 1.053089, 2.893647], [2.867858, 8.555608, -7.422651], [0.245458, 8.283938, -2.587064], [-0.062948, 3.220248, -2.372151], [0.380774, -4.234122, 0.366749], [-0.652420, 5.254114, -3.911013], [1.269631, 1.101910, -2.124491], [2.549531, 9.935450, -5.801347], [3.336636, -7.706704, 0.322656], [1.674502, 2.364223, 3.855147], [4.378343, 11.129267, -5.705128], [0.941692, 1.064635, -3.160512], [-2.073953, -0.488281, 4.412110], [-0.454171, 7.922741, -1.846549], [2.409833, -7.482559, -0.211955], [-1.066673, 8.722700, -1.449559], [-3.591531, -5.442526, 7.112275], [2.792261, 8.604814, -2.682048], [-1.478531, -5.057162, 2.481339], [-0.359468, -4.895226, 4.582496], [2.986566, -8.443813, 1.511998], [4.482865, -7.949832, -1.474147], [-1.988438, 1.436811, 3.226796], [-3.530699, -5.842001, 4.995827], [-3.221049, 0.614212, -3.528804], [-3.902301, -1.461531, -2.557870], [1.228047, 9.174114, -7.312036], [-4.570234, -0.120480, -1.673830], [0.517201, -4.469768, 1.879499], [-1.284429, 2.681347, -2.740212], [-0.110386, 0.314264, 3.659132], [-5.270189, -8.605543, 5.940928], [1.972632, 10.842439, -5.597600], [0.163756, 0.822754, 1.686461], [-0.713592, 2.990793, 3.678060], [2.517244, 10.219079, -7.929557], [0.744317, 2.389052, -1.465215], [-3.785160, -1.204485, 0.209023], [-5.479778, -3.798036, 7.016189], [-5.483874, -3.909001, 5.261958], [1.241394, -3.768902, 2.276713]], "forces_ev_per_angstrom": [[-0.15, 0.16, -0.15], [0.61, 0.20, 0.13], [-0.14, 0.14, -0.09], [0.28, -0.28, 0.02], [-0.04, -0.04, -0.08], [0.06, -0.26, 0.18], [-0.35, -0.04, 0.01], [-0.24, -0.17, -0.23], [-0.08, 0.20, 0.02], [0.16, 0.24, 0.18], [-0.28, 0.03, 0.14], [-0.08, -0.28, 0.05], [-0.12, 0.07, 0.03], [0.06, -0.23, -0.04], [0.01, -0.10, -0.05], [-0.42, -0.45, -0.18], [-0.17, 0.01, -0.11], [0.10, -0.16, 0.28], [-0.02, 0.06, -0.26], [0.13, -0.13, 0.03], [0.05, 0.46, -0.08], [0.38, -0.07, 0.23], [-0.13, -0.38, -0.29], [0.23, -0.13, -0.05], [0.42, 0.18, -0.08], [0.09, 0.14, 0.08], [0.21, -0.10, -0.04], [-0.06, 0.05, -0.06], [-0.29, -0.06, 0.02], [-0.40, -0.02, 0.13], [0.04, -0.02, -0.02], [0.27, 0.18, -0.16], [0.16, -0.25, 0.05], [-0.61, 0.00, -0.45], [-0.31, -0.08, -0.28], [0.18, -0.20, 0.14], [0.09, 0.22, -0.47], [-0.01, 0.03, -0.14], [-0.22, 0.00, -0.18], [0.43, 0.02, -0.10], [0.48, 0.03, -0.47], [-0.32, -0.14, 0.08], [0.32, -0.02, -0.25], [-0.07, -0.03, -0.08], [0.07, 0.13, 0.13], [0.30, -0.01, 0.24], [0.00, 0.06, 0.02], [-0.01, 0.03, -0.07], [-0.01, -0.12, 0.23], [0.19, 0.09, 0.22], [-0.05, 0.08, 0.05], [-0.21, -0.11, 0.00], [-0.16, 0.07, 0.13], [0.00, 0.01, 0.00], [-0.03, -0.02, -0.04], [-0.35, 0.45, 0.45], [-0.07, -0.10, -0.02], [0.06, -0.02, -0.02], [0.29, 0.23, 0.01], [-0.29, -0.30, 0.43], [-0.10, 0.33, -0.13], [-0.16, 0.38, -0.08], [0.23, -0.07, 0.18], [-0.18, 0.21, -0.01], [0.42, 0.17, 0.21], [0.30, -0.03, 0.15], [0.04, 0.23, 0.41], [-0.01, -0.01, -0.12], [0.05, 0.03, 0.03], [0.19, 0.47, -0.03], [-0.13, 0.11, 1.11], [0.90, -0.13, 0.39], [-0.18, -0.25, -0.06], [0.01, 0.04, 0.42], [-0.03, -0.09, -0.34], [0.20, -0.14, -0.23], [-0.06, 0.04, -0.02], [0.01, 0.03, 0.17], [-0.11, -0.10, -0.17], [-0.15, 0.07, 0.03], [-0.21, -0.78, -0.49], [-0.01, 0.07, 0.04], [0.01, 0.19, 0.17], [0.03, -0.06, -0.02], [0.11, 0.06, -0.03], [-0.23, -0.07, -0.11], [0.28, -0.08, 0.20], [-0.10, 0.11, 0.06], [-0.04, 0.04, 0.00], [0.10, -0.01, 0.10], [0.21, -0.08, -0.01], [-0.11, 0.45, -0.11], [-0.16, -0.15, -0.21], [-0.02, 0.09, 0.00], [-0.16, 0.12, 0.14], [-1.31, 0.14, -0.18], [-0.52, -0.33, -0.81], [-0.25, 0.03, -0.04], [0.01, 0.05, -0.01], [0.03, 0.02, 0.05], [-0.08, -0.01, 0.02], [0.12, -0.03, 0.00], [0.01, 0.03, 0.03], [0.45, -0.39, -0.16], [0.07, 0.12, 0.33], [0.09, 0.01, 0.05], [0.06, -0.02, -0.04], [0.44, -0.06, -0.04]], "charge": -1, "total_energy_ev": -84597.5891, "multiplicity": 1}


{"formula": "F2H2S2Si", "method": "ωB97M-V/def2-TZVPD", "symbols": ["F", "S", "Si", "F", "H", "S", "H"], "coordinates": [[-0.120901, -1.067046, -1.065789], [-1.797139, 0.951601, 0.305035], [-0.026082, -0.123519, 0.213416], [0.048904, -1.367965, 1.477112], [2.434918, 0.182521, 1.010692], [1.767167, 1.055628, 0.241475], [-2.579296, -0.120778, 0.721718]], "forces_ev_per_angstrom": [[0.26, 0.19, 0.02], [-0.94, -0.16, 0.61], [0.77, -3.25, 2.25], [-0.08, 2.84, -2.41], [-0.13, -0.12, 0.01], [-0.71, -0.21, -0.05], [0.82, 0.71, -0.43]], "smiles": "F[Si](F)(S)S", "charge": 0, "total_energy_ev": -35020.3540, "multiplicity": 1}


{"formula": "C5H11BrNO", "method": "ωB97M-V/def2-TZVPD", "symbols": ["Br", "C", "C", "H", "H", "O", "C", "H", "C", "H", "H", "C", "H", "H", "H", "H", "N", "H", "H"], "coordinates": [[-3.527188, -0.091580, 0.061405], [-0.948570, 1.221457, 0.319260], [1.162465, -0.095734, 0.452025], [-1.218235, 1.093278, 1.406788], [-1.545470, -2.094058, -0.404627], [-1.661095, 2.290149, -0.119121], [0.553252, -1.391872, -0.136053], [0.839403, 1.590662, -1.028398], [-1.659700, -0.066357, -0.342758], [1.152928, -0.089853, 1.539110], [-1.431018, -0.059615, -1.461202], [0.540514, 1.238145, 0.013404], [2.253432, -0.263617, 0.160945], [-1.439074, 2.550649, -0.962070], [0.915987, -2.106765, 0.589183], [-0.965084, -1.644745, 1.107151], [-0.937224, -1.399269, 0.049009], [0.974658, 2.120431, 0.516100], [0.832312, -1.433886, -1.224374]], "forces_ev_per_angstrom": [[0.48, -0.42, -0.13], [-1.02, -2.35, 0.05], [1.31, 0.05, -0.74], [0.82, 0.35, -0.75], [0.90, -0.38, -0.05], [-1.28, 0.45, 2.86], [0.20, 1.65, -0.60], [-1.01, -1.13, 0.62], [2.21, 0.29, -0.82], [-0.11, -0.38, 0.21], [-0.81, 0.17, 1.29], [0.96, 0.93, -0.78], [-1.25, 0.83, 0.42], [0.94, 0.93, -3.07], [0.33, -1.04, -0.93], [-0.92, 0.91, -1.97], [-1.31, 0.43, 2.58], [-0.08, -0.67, 0.60], [-0.34, -0.64, 1.22]], "smiles": "O[C@@H]1CCC[NH2+][C@H]1Br", "charge": 1, "total_energy_ev": -78935.7140, "multiplicity": 1}